1.
Molecular formula: C18H23BrN4O3S
Method: DFT, the ωB97M-V functional and the def2-TZVPD basis

Output
HOMO-LUMO gap (eV): 9.38
Highest occupied orbital energy (eV): -9.3
SMILES: CCCC[C@@H](Br)C(=O)Nc1ccc(S(=O)(=O)Nc2cc(C)nc(C)n2)cc1
LUMO level (Ha): 0.0030

Each line ends with the natural charge from an NBO analysis.
Positions of all 50 atoms, in Å:
1 C 0.737 -1.914 7.300  -0.61
2 C -0.409 -1.730 6.311  -0.40
3 C -0.400 -2.752 5.172  -0.40
4 C 0.878 -2.777 4.326  -0.43
5 C 1.137 -1.459 3.617  -0.30
6 Br 2.949 -1.464 2.821  -0.01
7 C 0.146 -1.184 2.487  0.66
8 O -0.709 -1.975 2.172  -0.58
9 N 0.340 0.036 1.909  -0.60
10 C -0.368 0.625 0.862  0.16
11 C -1.516 0.055 0.315  -0.21
12 C -2.177 0.702 -0.713  -0.16
13 C -1.698 1.905 -1.190  -0.37
14 S -2.504 2.721 -2.559  2.32
15 O -2.614 4.124 -2.309  -0.93
16 O -3.671 1.985 -2.931  -0.92
17 N -1.343 2.588 -3.774  -0.85
18 C -0.696 1.399 -4.017  0.41
19 C -1.349 0.177 -3.867  -0.38
20 C -0.590 -0.960 -4.105  0.30
21 C -1.159 -2.331 -3.938  -0.65
22 N 0.684 -0.873 -4.479  -0.50
23 C 1.209 0.331 -4.625  0.45
24 C 2.626 0.416 -5.087  -0.65
25 N 0.578 1.476 -4.393  -0.52
26 C -0.562 2.484 -0.655  -0.17
27 C 0.103 1.846 0.372  -0.23
28 H 1.698 -1.689 6.845  0.20
29 H 0.760 -2.938 7.667  0.20
30 H 0.607 -1.250 8.151  0.21
31 H -1.356 -1.841 6.845  0.21
32 H -0.390 -0.714 5.911  0.19
33 H -0.525 -3.749 5.598  0.21
34 H -1.252 -2.565 4.516  0.22
35 H 1.733 -3.021 4.959  0.22
36 H 0.777 -3.561 3.573  0.24
37 H 1.150 -0.622 4.319  0.23
38 H 1.145 0.569 2.218  0.41
39 H -1.880 -0.886 0.693  0.26
40 H -3.074 0.289 -1.146  0.24
41 H -0.772 3.409 -3.905  0.43
42 H -2.389 0.139 -3.598  0.25
43 H -0.514 -3.056 -4.424  0.24
44 H -2.161 -2.382 -4.356  0.22
45 H -1.219 -2.572 -2.877  0.23
46 H 3.066 1.355 -4.767  0.23
47 H 2.648 0.374 -6.175  0.23
48 H 3.190 -0.428 -4.702  0.23
49 H -0.219 3.432 -1.039  0.24
50 H 0.992 2.288 0.798  0.22

2.
Molecular formula: C3H8S2
Method: DFT, the ωB97M-V functional and the def2-TZVPD basis

Output
HOMO-LUMO gap (eV): 7.73
Highest occupied orbital energy (eV): -8.5
SMILES: CCCSS
LUMO level (Ha): -0.0286

Each line ends with the natural charge from an NBO analysis.
Positions of all 13 atoms, in Å:
1 C 1.478 1.430 0.577  -0.62
2 C 1.744 -0.062 0.736  -0.40
3 C 0.594 -1.007 1.121  -0.56
4 S -0.653 -1.210 -0.142  0.09
5 S -1.523 0.761 -1.120  -0.15
6 H 0.683 1.505 -0.158  0.22
7 H 2.277 2.132 0.381  0.23
8 H 1.043 1.750 1.539  0.19
9 H 2.230 -0.413 -0.181  0.20
10 H 2.483 -0.228 1.526  0.20
11 H 0.916 -1.926 1.604  0.26
12 H 0.068 -0.418 1.888  0.21
13 H -1.720 -0.087 -2.124  0.14

3.
Molecular formula: C4H12NOP
Method: DFT, the ωB97M-V functional and the def2-TZVPD basis

Output
HOMO-LUMO gap (alpha / beta) (eV): 9.44 / 6.14
Highest occupied orbital energy (alpha / beta) (eV): -8.6 / -7.7
LUMO level (alpha / beta) (Ha): 0.0312 / -0.0568

Each line ends with the natural charge from an NBO analysis.
Positions of all 19 atoms, in Å:
1 C 0.852 -2.312 -0.108  -0.63
2 C -2.593 1.633 0.328  -0.69
3 C 1.871 -1.174 -0.217  -0.65
4 C -2.542 0.306 -0.319  -0.29
5 N 2.265 1.734 -0.641  -1.10
6 O 0.773 0.816 1.009  -1.00
7 P 1.146 0.625 -0.589  1.42
8 H 0.355 -2.448 -1.156  0.21
9 H 1.386 -3.300 0.186  0.22
10 H 0.100 -2.190 0.744  0.22
11 H -3.481 2.224 0.064  0.21
12 H -2.638 1.450 1.408  0.22
13 H -1.631 2.149 0.275  0.22
14 H 2.658 -1.541 -0.828  0.22
15 H 2.251 -0.966 0.766  0.22
16 H -3.489 -0.108 -0.449  0.17
17 H -1.593 -0.153 -0.406  0.16
18 H 2.857 1.935 -1.446  0.38
19 H 1.452 1.319 1.380  0.49

4.
Molecular formula: C2H10N3
Method: DFT, the ωB97M-V functional and the def2-TZVPD basis

Output
Total charge: +1
HOMO-LUMO gap (eV): 11.64
Highest occupied orbital energy (eV): -14.9
LUMO level (Ha): -0.1196

Each line ends with the natural charge from an NBO analysis.
Positions of all 15 atoms, in Å:
1 C -1.593 -0.091 -0.486  -0.45
2 N 0.276 -1.685 -1.574  -0.74
3 C 0.587 -1.067 -0.434  0.39
4 N -0.208 -0.134 0.024  -0.52
5 H -1.505 0.437 -1.452  0.21
6 H -2.195 0.516 0.204  0.25
7 H -2.046 -1.058 -0.646  0.23
8 H -0.422 -1.251 -2.161  0.42
9 H 0.781 -2.463 -1.946  0.44
10 H 1.532 -1.252 0.066  0.23
11 N 1.021 1.723 1.743  -1.10
12 H 0.466 2.538 2.022  0.40
13 H 1.202 1.135 2.604  0.39
14 H 0.185 0.599 0.641  0.47
15 H 1.919 2.054 1.395  0.39

Calculated energy above the lowest of the compared OMol25 structures with the same formula, charge and spin (eV), listed in the same order as above: 0.034 1.465 5.557 0.335